Record 1
Density functional theory data (the ωB97M-V functional and the def2-TZVPD basis) for a structure of composition C43H106N6O10 in a non-equilibrium geometry.

Cartesian coordinates (Å):
O: 4.7884 -3.5833 -4.1129
O: -0.2706 0.8074 0.2135
O: 1.9676 -0.6775 1.7795
O: 0.8709 2.6397 6.6658
O: -5.4459 -1.5448 2.0356
O: 0.4344 0.2331 -6.1879
O: 0.0918 -4.2318 -2.9672
O: -5.6070 -3.3726 -0.2212
O: -3.5791 -1.1674 -4.0991
O: 0.1589 5.9513 -0.9797
N: 1.9378 3.0138 5.8104
N: -1.7863 -1.8156 -1.8540
N: 4.1782 1.1187 1.1687
N: -6.3159 -0.5429 2.5334
N: 5.1939 -2.5451 -3.2352
N: 0.4355 -2.4993 -5.3249
C: -5.6585 0.7641 2.3998
C: -6.1190 -3.3314 -1.5520
C: 4.5698 -0.5722 -2.0030
C: -6.6408 1.8592 2.8437
C: -8.0401 -2.0518 3.2817
C: -1.2981 -0.0021 -0.3377
C: 6.8289 -0.7983 -2.7165
C: 2.6780 2.4820 -0.1462
C: 4.0372 -1.7213 -2.8945
C: 0.5519 4.8133 4.7668
C: -6.2717 -1.3360 4.9661
C: -7.2563 1.5640 4.1994
C: 1.7585 0.2810 0.7799
C: -4.4036 0.8789 3.2859
C: 1.8631 4.4466 5.5143
C: 1.1979 1.5646 3.8928
C: -5.3936 1.0442 0.9207
C: 2.0870 5.2911 6.7755
C: 6.4869 -1.9462 -3.6545
C: 5.7411 0.2464 -2.5647
C: 2.3294 1.9622 4.8640
C: -7.0568 -0.9307 3.7277
C: -0.7091 -1.0627 -1.2392
C: 7.5717 -3.0257 -3.5385
C: 2.9996 -2.5171 -2.1125
C: -0.8598 -3.1516 -4.9394
C: 0.1727 -5.4259 -2.1960
C: 3.3699 3.8496 3.4944
C: 3.0661 4.8419 4.6101
C: -0.0303 -0.4190 -2.4395
C: -0.7443 2.0398 0.7116
C: -4.6189 -0.3421 -3.5936
C: 1.0303 -1.7374 1.7719
C: 6.5813 -1.4653 -5.1362
C: 1.6779 0.3217 -6.8324
C: 2.8128 0.7599 5.6366
C: -0.5300 -4.4715 -4.2261
C: 0.9943 4.9731 -0.3965
C: 3.3241 -1.0185 -4.0499
C: -8.0188 0.2132 4.1181
C: 3.5508 2.4867 4.0969
C: 2.7371 1.4320 0.9261
C: -1.7280 -3.2773 -6.2021
H: 1.1652 -2.3335 0.8637
H: 2.8844 5.8348 4.1937
H: -1.4570 -5.0418 -4.0829
H: 3.9393 4.9349 5.2615
H: -7.4242 -2.9273 3.0437
H: -5.4782 -0.2934 -4.2615
H: -7.5202 2.0216 2.2103
H: -3.6598 1.5378 2.8220
H: 2.9607 5.0299 7.3683
H: -5.4379 2.0850 0.5914
H: -0.8590 -5.6928 -1.9436
H: -5.5756 -3.9082 -2.3068
H: -2.0128 0.6403 -0.8655
H: -8.6431 -1.7673 2.4259
H: 3.8472 1.7474 3.3453
H: 2.4653 1.8282 1.9128
H: 2.3169 0.8419 -6.1085
H: -6.1364 -2.2996 -1.8995
H: 0.8140 -5.2292 -1.3417
H: 7.6661 -0.2971 -3.2221
H: 7.6500 -1.3686 -5.3192
H: 1.3083 2.5669 7.5209
H: -3.8269 -0.0507 3.2617
H: -0.6534 0.2106 -3.0732
H: 3.4767 -2.9434 -1.2270
H: 0.9767 -2.4437 -4.4616
H: 5.9911 1.0076 -1.8305
H: -8.4978 0.1541 5.0969
H: -5.5725 -0.5327 5.1912
H: 0.0505 -5.0433 -4.9602
H: 0.0188 -1.3288 1.8647
H: -0.0690 2.6099 1.3427
H: 2.0282 -0.7071 -6.9600
H: -6.5416 1.4858 5.0226
H: 4.1985 4.1448 2.8506
H: -6.1298 2.8238 2.7721
H: 1.7773 0.8760 -7.7655
H: 1.8666 6.3300 6.5416
H: 7.2284 -1.1227 -1.7541
H: 0.9593 -3.2109 -5.8354
H: 4.4413 2.4858 4.7367
H: 0.4517 0.9518 4.4075
H: 2.8330 -1.7798 -4.6682
H: 8.5568 -2.5946 -3.7403
H: 1.0848 4.0490 -0.9824
H: 3.6792 0.2102 5.2576
H: 7.4644 -3.8314 -4.2656
H: -1.8466 -0.4288 0.5150
H: -4.3204 0.6777 -3.3363
H: 1.7969 3.1284 -0.0331
H: 5.4122 0.6143 -3.5342
H: -1.9941 -2.2477 -6.4424
H: -1.3356 -2.4107 -4.3064
H: 2.1931 -1.8535 -1.7914
H: 2.0031 0.0362 5.7617
H: -8.6189 -2.3969 4.1405
H: -6.1119 0.5053 0.3019
H: 0.5970 4.7236 0.5849
H: 2.9690 2.2169 -1.1601
H: 1.2690 -2.3257 2.6562
H: 6.3580 -2.3466 -5.7426
H: -5.9369 -1.8787 1.2726
H: -2.8672 -1.0250 -3.4524
H: -1.2605 -3.7979 -7.0372
H: 5.1613 -4.3897 -3.7414
H: -7.9220 2.3694 4.5201
H: -1.3987 -2.4438 -2.5490
H: 2.4959 -0.3947 -3.7103
H: 7.6974 -3.4422 -2.5361
H: 3.6591 0.0260 -1.8700
H: -8.8532 0.2769 3.4160
H: 2.4711 3.8485 2.8621
H: -4.3847 0.7505 0.6132
H: 0.7325 0.6726 0.8195
H: 3.3752 3.2863 0.1237
H: 0.0731 -1.6255 -0.7163
H: -4.7535 -3.8080 -0.2882
H: -2.7067 -3.7426 -6.0647
H: -0.9300 2.7028 -0.1428
H: 2.5356 -3.3246 -2.6792
H: -4.9708 -0.8210 -2.6721
H: 0.3426 -1.3133 -2.9518
H: 0.6059 2.4033 3.5351
H: 4.1551 0.5337 2.0063
H: 5.9257 -0.6209 -5.3115
H: 3.1925 0.9764 6.6401
H: 0.7126 6.5947 -1.4288
H: -0.2008 4.0497 4.5932
H: 1.8020 -0.1204 -0.2477
H: -5.6938 -2.2339 4.7269
H: 1.5930 0.9358 3.0930
H: 2.0629 5.2038 -0.3237
H: -2.3389 -2.3847 -1.2216
H: 0.2500 -0.6452 -5.8066
H: 1.2899 5.0052 7.4793
H: 0.5919 -6.2516 -2.7792
H: -6.8844 -1.5641 5.8354
H: -1.7094 1.8605 1.1892
H: 3.9458 -0.4570 -4.7443
H: 0.8903 0.1512 -2.2879
H: 0.8587 5.1057 3.7558
H: 4.7028 -0.9440 -0.9806
H: 4.5477 0.4646 0.4800
H: -7.1025 -3.8070 -1.5574
H: -4.5130 1.2488 4.3017
H: 0.0869 5.7216 5.1558

Cartesian forces (eV/Å) of the 2 atoms listed first:
-0.01 0.05 -0.55
-6.52 1.76 -3.12

Results
- gap between HOMO and LUMO (eV) = 7.9
- 2S+1 = 1
- molecular weight (g/mol) = 867.35
- energy above the lowest of the compared OMol25 structures with the same formula, charge and spin (eV) = 4.965

=====

Record 2
Density functional theory data (the ωB97M-V functional and the def2-TZVPD basis) for a cluster of 5 separate species, C43H112Cl2N12O6P5 in total in a non-equilibrium geometry.

Cartesian coordinates (Å):
Cl: -6.0356 3.2730 9.6618
Cl: -6.9454 -0.9217 9.1566
P: -0.1102 0.1091 -3.5452
P: -1.3385 -6.5122 -6.4371
P: 6.3170 -2.6995 -6.3921
P: -4.9388 1.4421 7.5186
P: 2.5118 4.1779 2.6096
O: -0.6694 10.5971 4.7856
O: 5.3011 -1.5862 -6.4194
O: -2.5833 2.2426 9.8889
O: -0.1111 -5.6621 -6.1983
O: 1.2990 5.0520 2.7218
O: 0.9080 0.7518 -2.6483
N: 2.1118 3.2863 1.1810
N: 0.9289 -0.8781 -4.5056
N: 3.4473 2.9389 3.2650
N: -1.6084 -6.8677 -4.7526
N: -1.0983 -0.6525 -2.3630
N: 7.0357 -4.1169 -5.8152
N: 3.8169 5.2757 2.5142
N: 7.7852 -1.8155 -6.2937
N: -0.6618 -7.7403 -7.4454
N: 5.9061 -3.4273 -7.9207
N: -1.3456 0.1110 -4.6925
N: -2.9527 -6.9942 -6.7118
C: -4.5860 2.9185 6.5297
C: 2.2946 -0.3738 -4.6638
C: -3.4636 -6.7968 -8.0701
C: -1.9979 -5.7130 -3.9628
C: -4.0165 4.1585 7.2664
C: -0.8969 8.2134 4.2789
C: -0.8512 -1.9492 -1.7738
C: -5.6699 0.2520 6.3258
C: 0.9544 -2.3265 -4.4409
C: -3.4028 0.7065 8.1212
C: -3.7964 -7.8129 -5.8620
C: -0.8819 6.9269 5.1122
C: -2.7738 4.7296 6.5657
C: -4.6467 -0.0399 5.1807
C: -1.8676 5.8980 4.5203
C: 4.5078 -3.2635 -8.3177
C: -1.0875 0.8489 -5.9265
C: -0.3642 -9.0822 -6.9896
C: -4.9567 -2.5816 5.2307
C: 4.3665 5.8572 1.3053
C: -6.4483 0.6362 9.8751
C: -6.2334 1.7216 8.8010
C: 4.8888 2.8097 3.1780
C: 0.3927 -7.2720 -8.3455
C: -2.5070 -0.7544 -4.7086
C: 2.7323 1.7495 3.7146
C: -5.3160 0.3956 10.8813
C: -3.1029 5.6962 5.4272
C: 2.8546 3.3668 -0.0721
C: -0.0189 9.3359 4.8565
C: 8.5232 -1.2539 -7.4048
C: -1.8048 0.2854 -1.5075
C: -3.9717 -1.4127 5.3022
C: -2.3233 1.6753 8.6296
C: 7.9450 -1.0846 -5.0441
C: -6.9617 0.8873 5.7390
C: -1.5707 10.7868 5.8487
C: 6.7542 -3.3802 -9.0947
C: 8.4456 -4.4493 -5.8498
C: 0.6842 3.2137 0.8655
C: 3.9590 6.1176 3.6949
C: 6.1345 -5.2254 -5.5097
C: -0.9655 -7.9120 -3.9878
H: 4.2432 -4.0530 -9.0255
H: -5.7623 -2.4105 4.5168
H: -5.1495 -0.0227 4.2154
H: 3.8418 -3.3575 -7.4629
H: -2.2117 5.2829 7.3222
H: -4.4523 -3.5271 5.0476
H: -1.1754 1.1200 -1.1797
H: -4.0682 -7.3164 -4.9313
H: -3.8516 0.7068 5.1296
H: 2.7528 -0.7888 -5.5632
H: 0.0331 -7.6379 -3.6185
H: 7.7324 -3.8302 -8.9123
H: -3.3423 6.6778 5.8434
H: 5.3958 6.1721 1.4971
H: 4.6249 6.9540 3.4920
H: 5.4136 3.5780 3.7462
H: -2.1191 3.9254 6.2176
H: -2.9296 -5.9870 -8.5687
H: 3.9028 3.0826 0.0420
H: -3.9451 5.3331 4.8311
H: 6.4874 -5.7871 -4.6425
H: -3.0440 -5.4392 -4.1625
H: -0.0134 -9.6799 -7.8330
H: 0.3470 4.1083 0.3262
H: -4.7437 -0.4957 10.6387
H: -0.0180 -2.7650 -4.6783
H: 0.4731 -7.9586 -9.1913
H: 0.4197 -9.1006 -6.2217
H: -1.9989 1.3262 -6.2918
H: -2.1886 6.2235 3.5318
H: -0.3623 1.6454 -5.7542
H: 1.3696 -7.2091 -7.8502
H: 6.3006 -3.9716 -9.8926
H: 8.8628 -4.3818 -6.8573
H: -0.8785 -8.8353 -4.5544
H: 9.5676 -1.1191 -7.1083
H: -3.3690 -1.5157 6.2070
H: -1.3644 4.9330 4.4390
H: -0.6925 0.1923 -6.7083
H: 2.7008 0.9825 2.9333
H: 2.9986 6.5297 4.0242
H: 0.8748 9.4436 4.2428
H: -4.7853 4.9328 7.2488
H: -1.1132 7.1367 6.1613
H: -0.1214 -1.9257 -0.9518
H: -6.9001 1.0284 4.6642
H: 5.2455 2.8411 2.1461
H: 4.3142 -2.2912 -8.7885
H: -2.9768 0.2076 7.2476
H: -1.5926 -8.1640 -3.1261
H: -1.9277 8.5655 4.1985
H: -3.2749 -1.4916 4.4639
H: 0.2901 9.1197 5.8865
H: 5.1388 -4.8551 -5.2603
H: -3.8842 2.6458 5.7415
H: -5.8614 -0.7061 6.7935
H: -4.5180 -6.5143 -8.0546
H: -5.4400 -2.7065 6.2062
H: 4.4364 5.1324 0.5014
H: -3.1971 -0.5474 -3.8894
H: -7.3057 0.9834 10.4479
H: -2.2277 11.6184 5.6020
H: 2.9290 -0.6312 -3.8061
H: -7.2179 1.8570 6.1681
H: 8.7469 -0.3533 -5.1266
H: 2.7944 4.3643 -0.5240
H: -2.6703 0.7122 -2.0323
H: 1.7048 1.9995 3.9867
H: 5.1832 1.8452 3.5927
H: 6.8902 -2.3601 -9.4774
H: 0.0758 3.1136 1.7629
H: -1.3758 -4.8363 -4.1802
H: -5.7823 0.1792 11.8427
H: -1.7922 -2.3549 -1.3872
H: -0.5158 7.9520 3.2917
H: 9.0420 -3.8195 -5.1895
H: 3.8015 6.7255 0.9420
H: -0.5134 -2.6707 -2.5113
H: -2.2361 -1.8129 -4.6704
H: 0.4882 2.3373 0.2435
H: 4.3835 5.5478 4.5311
H: 3.2007 1.3267 4.6059
H: 7.0327 -0.5475 -4.7628
H: -2.0644 2.4218 7.8736
H: 2.3078 0.7082 -4.7754
H: 2.4339 2.6562 -0.7863
H: 8.5740 -5.4793 -5.5148
H: -1.9082 -5.9240 -2.8978
H: 0.1592 -6.2879 -8.7461
H: 6.0403 -5.9092 -6.3600
H: -3.4303 2.7048 9.8981
H: -7.1713 1.8124 8.2541
H: 8.1332 -0.2852 -7.7454
H: 1.6364 -2.7268 -5.1921
H: -5.5207 3.1702 6.0285
H: -3.3307 -8.7698 -5.6174
H: -4.7254 -8.0305 -6.3925
H: -3.0545 -0.5947 -5.6381
H: -3.3503 -7.7027 -8.6744
H: 1.2946 -2.6921 -3.4628
H: -3.7938 3.9987 8.3174
H: -1.4216 1.0751 8.7582
H: -2.1812 -0.2116 -0.6134
H: -2.2044 9.9067 6.0205
H: 8.1988 -1.7681 -4.2234
H: -1.0400 11.0045 6.7828
H: -3.5722 -0.0680 8.8669
H: 0.1283 6.5142 5.0622
H: -1.2520 -9.5937 -6.6124
H: -7.8118 0.2390 5.9526
H: -4.6817 1.2624 11.0377
H: 8.5547 -1.9287 -8.2546

Cartesian forces (eV/Å) of the 2 atoms listed first:
0.09 0.01 -0.04
-0.12 0.05 -0.11

Results
- gap between HOMO and LUMO (eV) = 6.7
- 2S+1 = 1
- net charge = +1
- molecular weight (g/mol) = 1119.22

=====

The highest molecular weight belongs to which entry?
C43H112Cl2N12O6P5

=====

2S+1 of number 2 (C43H112Cl2N12O6P5)?
1

=====

What is the gap between HOMO and LUMO in the second record?
6.7 eV

=====

Number 1 is which compound?
C43H106N6O10